This record from the Open Molecules 2025 dataset describes a structure of composition C5H9NO. The level of theory is the ωB97M-V functional and the def2-TZVPD basis.

Computed properties:
- charge = 0
- DFT total energy (eV) = -8865.2643
- highest occupied orbital energy (eV) = -7.52
- lowest unoccupied orbital energy (hartree) = 0.0299
- orbital gap (eV) = 8.33
- energy relative to the best compared isomer or geometry (same formula, charge and spin) (kcal/mol) = 91.1

CARTESIAN COORDINATES (ANGSTROEM)
C  2.175  -0.972  0.317
C  -0.798  1.943  -0.466
C  -1.159  -0.570  -0.003
C  -0.128  -1.430  -0.227
C  -0.439  0.662  0.221
O  -2.491  -0.709  -0.316
N  0.949  -0.587  -0.377
H  -3.019  -0.191  0.301
H  -0.061  -2.513  -0.219
H  0.072  0.777  1.171
H  3.037  -0.511  -0.166
H  2.323  -2.060  0.297
H  2.174  -0.684  1.375
H  -1.397  2.590  0.185
H  -1.350  1.760  -1.387
H  0.114  2.495  -0.706

Results of the Löwdin charge analysis, in e, for atoms 1 through 5:
1. C -0.13
2. C -0.06
3. C -0.35
4. C -0.12
5. C -0.10